No. 1
Formula: C5H5NO
Source: the OMol25 dataset
Level of theory: ωB97M-V/def2-TZVPD

```
12
Properties=species:S:1:pos:R:3:forces:R:3
N 2.398357 1.224782 -1.116706 -0.849 -0.677 -0.017
H -1.262251 0.756156 -0.754737 -0.075 -0.173 0.090
H -0.994023 0.640582 2.174096 0.180 -0.034 0.349
H -1.696040 -1.016264 -0.922350 0.319 -0.051 -0.451
C 1.506279 0.510400 -0.941593 0.830 0.477 -0.442
C -0.219732 0.653001 1.388462 0.187 0.404 0.097
H -0.295311 -1.565975 1.092100 -0.065 0.325 -0.099
H 0.818059 -1.458202 -1.223959 -0.043 -0.054 0.296
O 0.338308 1.673731 1.070469 -0.267 -0.279 0.484
C -0.153413 -0.603147 0.604009 -0.126 0.093 0.104
C -0.959595 -0.278403 -0.633186 -0.217 0.038 -0.311
C 0.519361 -0.536660 -0.736606 0.126 -0.068 -0.098
```
Positions in Å, forces in eV/Å.

Values from the calculation:
Molar mass: 95.101 g mol⁻¹
SMILES string: N#C[C@@H]1C[C@@H]1C=O
Electronic energy: -323.45449 Ha
Multiplicity: 1
Highest occupied orbital energy: -0.371 hartree
Orbital gap: 0.3955 Eh

=====

No. 2
Formula: C5H8NO
Source: the OMol25 dataset
Level of theory: ωB97M-V/def2-TZVPD

```
15
Properties=species:S:1:pos:R:3:forces:R:3
H 0.130670 1.485000 -0.719828 0.796 0.422 -0.206
H -0.634575 2.578520 0.533186 -0.466 2.899 0.520
H -1.794997 -1.601334 -1.495902 0.258 0.804 1.526
H 1.407422 -2.146076 0.892373 -2.002 -3.463 -0.277
O -1.502117 -0.437915 0.330154 -0.642 -1.138 -2.474
C 1.134122 -0.181230 1.199930 -0.431 1.776 0.426
C 0.317215 0.906144 1.461065 2.037 -2.010 -0.382
C 1.799926 -1.239671 1.053771 2.996 1.984 0.119
H 0.195100 1.173107 2.465254 0.107 0.768 1.268
C -0.184456 1.701510 0.283497 -0.798 -3.137 -1.262
H 2.913483 -1.296742 1.028187 -0.721 0.596 -0.091
C -1.459812 -0.575539 -1.144428 0.372 -1.480 -1.376
N -1.031586 0.692471 0.831156 -1.729 1.024 0.800
H -0.381018 -0.600211 -1.453725 -0.997 0.688 -0.005
H -2.180473 0.031523 -1.780108 1.222 0.267 1.416
```
Positions in Å, forces in eV/Å.

Values from the calculation:
Net charge: +1
Molar mass: 98.125 g mol⁻¹
Electronic energy: -324.78912 Ha
Multiplicity: 1
Highest occupied orbital energy (alpha / beta): -0.516 / -0.516 hartree
Orbital gap (alpha / beta): 0.2868 / 0.2866 Eh

=====

No. 3
Formula: C28H34N3O3
Source: the OMol25 dataset
Level of theory: ωB97M-V/def2-TZVPD

```
68
Properties=species:S:1:pos:R:3:forces:R:3
C -2.960741 -1.604286 -1.238917 -0.217 0.196 0.780
H -2.919348 3.429279 1.608443 0.248 0.287 -0.411
H 1.801277 0.117461 5.055092 0.076 0.048 0.147
C -1.438656 2.904709 -1.943730 0.029 0.340 0.499
H 2.904539 4.231487 -1.564280 -0.327 0.183 0.015
C 0.587063 1.681496 2.322904 0.385 -2.337 -0.465
N 1.807918 1.113237 -1.568495 0.322 -0.285 -0.652
H -2.114950 -1.803690 -3.241215 -0.392 -0.228 0.085
H 0.047154 1.775348 -0.120235 -0.568 -0.377 0.102
C -1.082088 -1.496003 2.083735 -0.459 -0.882 1.024
C -0.499926 -3.884623 2.164985 0.089 0.898 0.886
C 1.640659 -0.407480 1.725557 -0.768 1.273 1.242
H 0.721280 2.329774 4.306408 0.145 -0.745 0.036
H 1.303468 -5.795603 1.696032 -0.067 -0.173 0.083
H 3.578621 -0.898880 -1.721082 0.091 -0.030 -0.047
C 2.451283 2.281967 -0.846886 -0.269 -1.654 -0.598
H -3.528140 0.620803 -2.161517 0.280 0.404 0.051
H -3.002068 -3.245788 -2.583036 -0.150 0.338 -0.283
C -2.444352 0.694456 -1.981030 0.693 -0.750 -0.053
H 3.545074 2.143996 -0.973865 -0.633 0.034 0.168
C 0.393412 -6.080126 2.235958 0.036 -0.131 0.755
H 2.237974 2.163090 0.222823 0.192 0.252 -0.340
H -3.925987 -1.775790 -3.107260 0.289 -0.423 -0.182
H -1.550023 0.749409 0.693765 -1.094 -1.555 0.936
O 1.281029 -1.053233 -1.160165 -1.027 0.588 0.003
C 1.076952 0.127685 -0.922795 2.881 1.167 -0.683
C -0.581517 -2.728312 0.066167 -0.341 0.372 0.878
H -3.227323 1.258841 0.427598 0.261 0.882 -0.842
C 2.544384 0.637757 -2.792704 -0.335 0.902 0.957
H 0.606838 -6.807158 3.028749 0.106 0.126 -0.410
C -2.987279 -2.150385 -2.667584 -0.175 0.226 0.378
H -0.196592 -4.869243 0.252179 -0.172 0.813 0.199
H 4.226106 -0.542630 -3.319666 0.276 -0.200 -0.237
H 2.755499 1.565384 -3.353095 -0.025 -0.502 -0.063
H 1.499935 3.491755 -2.361404 0.101 0.038 0.119
C 0.958373 1.492660 3.636299 -0.757 1.040 -0.228
C -2.012986 -0.430181 -1.097879 0.190 0.138 0.034
C -1.813057 4.349167 -0.062542 -0.151 0.132 0.650
O -0.108006 -4.945221 2.958756 -0.791 0.638 -1.011
C 0.124740 0.706308 0.104617 3.133 -0.897 -1.795
C -1.271834 4.121508 -1.327994 0.488 -0.215 -1.205
H -1.476607 -0.591757 2.577936 0.360 -0.501 -0.241
H -1.953710 0.655041 -2.966671 -0.020 0.676 0.057
C -0.854173 -1.502179 0.722403 -0.517 -0.169 -0.195
H -0.510719 -2.770605 -1.003207 0.106 0.210 -0.269
C -2.645647 2.103376 -0.006318 0.240 -0.694 -0.159
H 2.814903 -1.350214 3.226839 -1.156 0.775 0.215
C -1.110147 -0.183839 0.017216 -2.027 0.180 1.315
O -3.736633 -2.065689 -0.402451 1.352 0.545 -0.676
N -2.139692 1.958598 -1.281147 -1.610 -1.007 -0.715
H -0.327230 -6.522754 1.534494 0.014 0.248 0.269
H -1.693989 5.338475 0.375897 -0.057 -0.288 0.076
C 2.069306 -0.532077 3.046009 0.957 -1.505 -0.903
C 2.012901 3.617487 -1.405103 0.220 0.415 0.210
H -0.696281 4.856632 -1.891908 -0.331 0.061 0.444
C 1.580162 0.308271 4.017909 0.747 0.568 0.124
C -2.483115 3.330050 0.609888 -0.056 0.521 0.094
H 1.342532 4.120984 -0.698772 0.151 0.057 -0.305
C -0.426465 -3.926726 0.774062 0.240 0.437 -0.104
H 1.861714 -0.000655 -3.364492 0.152 0.225 0.148
H 0.021855 2.510533 1.931932 0.003 0.151 0.000
H 4.557298 0.552875 -2.002924 0.292 0.220 0.171
H -1.140708 -2.743154 3.885546 0.183 0.235 -0.416
N 0.847107 0.653474 1.426510 -0.879 0.393 -0.089
H 1.826936 -1.128595 0.950059 0.079 -0.060 -0.160
C -0.928670 -2.664047 2.812730 0.534 -1.813 0.054
H -1.052205 2.610981 -2.934720 -0.289 0.352 0.730
C 3.812570 -0.103433 -2.424405 -0.285 -0.163 -0.197
```
Positions in Å, forces in eV/Å.

Values from the calculation:
Net charge: +1
Molar mass: 460.598 g mol⁻¹
SMILES string: CCN(CC)C(=O)[C@@H]([C@@H](/C(C[n+]1ccccc1)=C(/C)[O-])c1ccc(OC)cc1)[n+]1ccccc1
Electronic energy: -1476.91346 Ha
Multiplicity: 1
Highest occupied orbital energy: -0.319 hartree
Orbital gap: 0.1772 Eh

=====

No. 4
Formula: C21H21N3O3S
Source: the OMol25 dataset
Level of theory: ωB97M-V/def2-TZVPD

```
49
Properties=species:S:1:pos:R:3:forces:R:3
C -0.663947 -0.738584 1.313790 0.004 -0.116 -0.160
N 1.762659 0.231812 -0.289408 0.240 -0.210 0.070
C -5.316660 -0.134294 0.322652 -0.619 0.404 -0.307
C -0.043896 1.668173 -1.048624 0.257 0.047 0.045
H -0.156125 1.048355 -1.924366 0.000 -0.047 -0.075
H -2.303354 -0.348367 2.634238 -0.072 0.052 0.116
C -6.549147 -0.080538 1.218123 0.427 -0.129 -0.164
H 0.092641 -0.583204 2.066803 0.088 0.043 0.096
H 1.274163 -1.468423 -1.405455 -0.088 0.159 0.282
C -4.967683 1.247382 -0.227437 0.068 -0.420 0.130
H -0.987619 -1.547348 -1.936017 0.001 -0.009 -0.134
C 3.120222 0.273956 -0.259576 0.194 0.429 -0.278
C -1.286962 -1.272990 -0.936408 0.096 -0.067 0.044
N 1.862478 -1.972045 0.544177 -0.273 -0.092 0.218
H -4.759833 1.930946 0.593222 -0.004 0.091 0.088
O -4.264801 -0.627121 1.153842 0.065 -0.318 0.050
C 3.225914 -2.000964 0.661391 -0.276 0.044 0.060
C -1.998533 -0.605760 1.632723 -0.137 -0.009 -0.170
H 1.892887 1.959387 1.711386 0.064 -0.051 0.067
H 0.422007 3.908534 2.049618 0.014 0.062 0.082
C 0.946838 1.372172 -0.117406 -0.217 0.595 0.030
C -2.634655 -1.162686 -0.623594 -0.196 0.055 0.060
N 6.410465 -0.773082 -0.196560 0.384 0.057 -0.020
O -3.632864 -1.402347 -1.527601 0.019 0.086 0.473
H -2.718542 -0.957314 -3.339469 0.004 -0.032 0.024
H -2.728323 -2.687932 -2.884979 0.002 0.043 0.000
C 1.156846 -1.104092 -0.362825 -0.072 -0.327 -0.332
H 2.840648 2.404077 -1.125597 -0.026 0.016 -0.032
H -4.088333 1.195615 -0.865185 0.077 0.047 -0.101
H -1.646854 2.977280 -1.567833 -0.074 0.016 -0.067
H -5.799426 1.633538 -0.809763 -0.083 0.055 -0.084
C 5.270195 -0.801023 -0.069239 0.381 -0.045 -0.033
C -0.299823 -1.047465 0.012780 -0.111 -0.317 0.065
H -7.410793 0.250767 0.646136 -0.102 0.038 -0.056
O 3.794761 -2.873793 1.277794 0.268 -0.097 -0.021
C -0.713585 3.558941 0.268499 -0.051 0.054 0.006
H -5.495377 -0.828535 -0.506053 0.050 0.141 0.232
C -0.874839 2.754072 -0.846877 -0.074 0.032 -0.013
C -3.003334 -0.784301 0.685601 0.269 0.035 -0.097
S 3.940238 1.774431 -0.697460 0.147 -0.203 0.077
H -1.366181 4.404330 0.422775 -0.059 0.086 0.014
C 0.289379 3.280647 1.182001 0.005 0.047 0.033
C 1.116588 2.189021 0.996521 -0.052 -0.170 -0.110
H -6.379310 0.608175 2.041494 -0.014 0.103 0.102
C 3.871581 -0.825834 0.051199 -0.686 -0.025 -0.026
C -3.291102 -1.750328 -2.847515 0.036 -0.063 -0.199
H -6.751719 -1.065776 1.628371 -0.071 -0.091 0.045
H 1.348219 -2.724148 0.977184 0.101 0.008 -0.015
H -4.239356 -1.881182 -3.366527 0.097 -0.007 -0.018
```
Positions in Å, forces in eV/Å.

Values from the calculation:
Molar mass: 395.484 g mol⁻¹
SMILES string: COc1cc([C@@H]2NC(=O)C(C#N)=C(S)N2c2ccccc2)ccc1OC(C)C
Electronic energy: -1600.99499 Ha
Multiplicity: 1
Highest occupied orbital energy: -0.317 hartree
Orbital gap: 0.3246 Eh

=====

No. 5
Formula: CF4N2
Source: the OMol25 dataset
Level of theory: ωB97M-V/def2-TZVPD

```
7
Properties=species:S:1:pos:R:3:forces:R:3
F -0.524850 0.447598 1.892123 -1.533 0.540 3.574
F 1.341667 -1.541562 0.827199 -0.050 -0.836 1.199
F -0.227308 -0.267753 -1.798932 -0.047 0.748 -0.124
N 1.276600 -0.303187 0.289976 11.366 -3.963 -2.047
F -1.536222 1.173805 -0.883657 1.386 -1.052 1.302
N 0.176437 0.114586 0.353608 -10.809 5.211 -2.227
C -0.506324 0.376513 -0.680317 -0.312 -0.647 -1.677
```
Positions in Å, forces in eV/Å.

Values from the calculation:
Molar mass: 116.017 g mol⁻¹
Electronic energy: -546.75307 Ha
Multiplicity: 3
Highest occupied orbital energy (alpha / beta): -0.312 / -0.427 hartree
Orbital gap (alpha / beta): 0.3058 / 0.3181 Eh